[1]
Formula: C11H13BeClNO4P
Source: the OMol25 dataset
Level of theory: ωB97M-V/def2-TZVPD

Computed properties:
Lowest unoccupied orbital energy: -11.521 eV
Total charge: +2
E_HOMO: -14.9 eV

Geometry (Å):
Cl  -1.22593  -3.82338  -0.53684
P  -2.58958  -2.63252  0.40506
O  0.48287  -2.14854  1.60466
O  -1.81155  1.78787  2.84998
O  -1.19349  1.88089  -0.94674
O  -3.36631  -1.94005  -0.85457
N  1.64655  0.17547  0.20457
C  -0.20143  1.26953  1.19446
C  -1.63276  -1.18224  1.06784
C  -1.50562  1.07227  1.93438
C  -0.14599  -1.19557  1.21231
C  -0.40807  3.00394  -0.48092
C  1.53198  -1.30194  -1.75146
C  2.15778  -0.81428  -0.44386
C  0.26261  2.62193  0.88703
C  -2.30229  -0.08972  1.44258
C  3.40111  -1.45135  0.07256
C  0.50220  0.10652  0.84008
Be  -0.14667  -0.44569  -3.67484
H  -1.08384  3.83974  -0.36855
H  1.13595  -0.40971  -2.27311
H  1.33444  2.63114  0.73664
H  -2.09917  2.16343  -1.08081
H  -0.07912  3.29901  1.66238
H  3.24012  -1.82303  1.07875
H  0.73189  -2.00336  -1.49969
H  0.35154  3.18684  -1.22824
H  4.16650  -0.67388  0.11237
H  2.28249  -1.74457  -2.39732
H  -3.37935  -0.01794  1.40975
H  3.74723  -2.20576  -0.62042
H  -3.80409  -1.13502  -0.55800

natural (NBO) atomic charge list, values in e, 2 entries: Cl -0.24; P 1.22


[2]
Formula: C11H13Cl2NO2
Source: the OMol25 dataset
Level of theory: ωB97M-V/def2-TZVPD

Computed properties:
Lowest unoccupied orbital energy: -0.629 eV
E_HOMO: -6.9 eV
SMILES: O=C1C(Cl)=CC([O-])=C(Cl)[C@@H]1[NH+]1CCCCC1

Geometry (Å):
Cl  3.53150  1.96811  -1.98819
Cl  -2.67237  1.34647  -1.46136
O  -1.19045  3.79899  -2.27157
O  2.08227  -0.25016  -0.75174
N  -0.57809  -0.37567  -0.06357
C  -0.15060  0.36243  1.19157
C  0.01760  -1.88280  2.36840
C  1.83112  1.85893  -1.83891
C  -0.47091  -0.43994  2.44429
C  -0.46012  -2.60494  1.11227
C  1.00081  2.86447  -2.20507
C  -0.98297  1.56762  -1.51583
C  1.33918  0.59506  -1.25280
C  -0.16626  0.35455  -1.31000
C  -0.46731  2.81960  -2.02013
C  -0.19879  -1.83138  -0.16499
H  0.06339  -3.56360  1.00854
H  -0.78218  -2.21957  -1.00919
H  -1.52919  -2.84168  1.18372
H  -0.35405  -0.31055  -2.18125
H  -1.55263  -0.40614  2.62396
H  1.43302  3.77399  -2.60525
H  -1.60464  -0.35845  -0.06396
H  0.00249  0.07479  3.29010
H  -0.68831  1.31818  1.15745
H  -0.34467  -2.42532  3.24677
H  1.11481  -1.90223  2.40471
H  0.85555  -1.85448  -0.44373
H  0.92180  0.56369  1.11576

natural (NBO) atomic charge list, values in e, 2 entries: Cl 0.04; Cl -0.02


[3]
Formula: C11H13ClN2O2
Source: the OMol25 dataset
Level of theory: ωB97M-V/def2-TZVPD

Computed properties:
Lowest unoccupied orbital energy: 0.513 eV
E_HOMO: -7.9 eV
SMILES: N[C@@H](Cc1c[nH]c2ccccc12)C(=O)O.Cl

Geometry (Å):
Cl  -1.37495  2.35328  -3.78760
O  0.12545  -1.66422  2.63735
O  0.61816  0.48746  3.03519
N  0.07177  1.33234  -1.68136
N  -1.84743  1.38265  2.43379
C  -0.19859  -0.35271  2.75127
C  -1.61921  -0.06507  2.31171
C  2.92226  -1.02157  -1.82630
C  -1.00265  1.14192  -0.84549
C  0.39651  -0.61436  -0.63069
C  2.45442  -1.91828  -0.84243
C  -0.85436  -0.03219  -0.17714
C  -1.82812  -0.59082  0.85049
C  2.15395  0.07040  -2.20322
C  1.17478  -1.74319  -0.32314
C  0.94198  0.29061  -1.54630
H  -2.79853  -0.26338  0.55353
H  -1.60813  1.68519  3.36590
H  3.94388  -1.19170  -2.34222
H  2.50812  0.82608  -2.91702
H  -2.18438  3.26736  -4.17880
H  0.23853  2.16217  -2.21027
H  3.03575  -2.77115  -0.56459
H  0.82032  -2.50569  0.34962
H  -1.80295  1.87171  -0.80418
H  -1.82200  -1.63859  0.88328
H  -2.35902  -0.60530  2.93744
H  1.03679  -1.72917  2.89255
H  -1.14233  1.83618  1.87862

natural (NBO) atomic charge list, values in e, 2 entries: Cl -0.26; O -0.69


[4]
Formula: C11H13F2NO
Source: the OMol25 dataset
Level of theory: ωB97M-V/def2-TZVPD

Computed properties:
Lowest unoccupied orbital energy: 0.852 eV
E_HOMO: -8.4 eV
SMILES: C[C@H]1COc2ccccc2[C@@]1(N)C(F)F

Geometry (Å):
F  1.49164  -1.56582  -1.16606
F  3.23499  -0.95619  0.10868
O  -1.19702  1.85810  0.25177
N  1.20232  -0.05017  2.06393
C  0.91519  -0.23308  0.69456
C  1.42120  1.13476  -1.73223
C  -2.84536  0.23316  -0.12860
C  -0.96815  -1.82515  0.18389
C  1.79579  -1.26024  0.11263
C  0.17788  2.23263  0.21775
C  -1.47033  0.50831  0.23297
C  -2.26097  -2.15094  -0.05716
C  1.25985  1.32543  -0.24743
C  -0.45834  -0.51248  0.30166
C  -3.19325  -1.08481  -0.18951
H  0.63715  0.45213  -2.04466
H  2.25821  0.60475  -2.09385
H  0.75159  0.59276  2.68963
H  2.19050  -0.08630  2.20352
H  1.67246  -2.26862  0.66877
H  -2.56372  -3.13263  -0.30333
H  0.09936  3.06054  -0.51033
H  0.22215  2.55534  1.32879
H  2.27019  1.62615  0.31375
H  -0.34152  -2.68095  0.35438
H  1.28548  2.04042  -2.13959
H  -4.12045  -1.44167  -0.66227
H  -3.46684  1.02455  -0.45166

natural (NBO) atomic charge list, values in e, 2 entries: F -0.33; F -0.39


[5]
Formula: C11H13F2NO9S2
Source: the OMol25 dataset
Level of theory: ωB97M-V/def2-TZVPD

Computed properties:
Lowest unoccupied orbital energy: 0.184 eV
E_HOMO: -9.8 eV
SMILES: O=S1(=O)CC[C@@H](N=C=S)CO1.O=C1OC[C@@H](F)O1.O=C1OC[C@@H](F)O1

Geometry (Å):
S  0.39468  4.56141  -2.32125
S  -0.86883  1.69430  2.05094
F  -1.00849  -3.70189  1.23196
F  6.10254  -3.14612  -0.67975
O  0.44303  1.18206  1.85202
O  1.93862  -1.66336  -0.24442
O  2.83836  -3.04011  -1.77226
O  -1.85131  1.23490  0.85684
O  -1.38823  -2.89090  -3.12591
O  -0.92083  -3.59298  -1.03324
O  -1.48188  1.24252  3.26288
O  -1.78296  -1.55793  -1.35706
O  4.08396  -2.33817  -0.05997
N  -1.34960  2.91238  -0.97220
C  -0.81216  3.49053  2.12667
C  4.16723  -3.51464  -2.01325
C  -2.29767  3.43885  0.02662
C  4.77986  -3.43228  -0.63352
C  -1.73477  -1.76263  0.06161
C  -0.72665  -2.87761  0.18191
C  -1.36683  -2.69850  -1.95773
C  2.86245  -2.28345  -0.65475
C  -0.70606  3.69190  -1.64455
C  -1.62073  4.29800  1.07113
C  -2.90190  2.22636  0.76331
H  0.22931  3.78252  2.09601
H  0.31307  -2.54557  0.24099
H  -1.17615  3.75242  3.11105
H  4.67004  -2.84988  -2.71641
H  -2.40454  4.82248  1.61155
H  -2.72137  -2.06861  0.41647
H  -3.66235  1.78352  0.13359
H  -1.43640  -0.86015  0.57835
H  4.15209  -4.52225  -2.41852
H  -3.28100  2.48185  1.74761
H  -0.99728  5.07276  0.63612
H  4.62832  -4.31867  -0.01565
H  -3.10559  3.99698  -0.43720

natural (NBO) atomic charge list, values in e, 2 entries: S 0.07; S 2.36


[6]
Formula: C11H13F3N2O3S
Source: the OMol25 dataset
Level of theory: ωB97M-V/def2-TZVPD

Computed properties:
Lowest unoccupied orbital energy: -0.147 eV
E_HOMO: -9.3 eV
SMILES: CCOC(=O)c1nc(C(F)(F)F)sc1N1CCOCC1

Geometry (Å):
S  1.92753  1.96814  -1.08110
F  2.50513  5.03361  -0.87555
F  0.46174  5.49296  -0.48355
F  1.83734  4.95425  1.23907
O  -1.21431  0.73045  2.39434
O  -1.85784  -0.25295  0.34450
O  1.62828  -3.35832  -1.11464
N  1.12276  -0.65877  -0.60418
N  -0.09535  2.79664  0.48412
C  -0.07762  1.37230  0.36844
C  0.32342  -2.79956  -1.16614
C  0.95782  3.24456  -0.20752
C  0.37231  -1.41368  -1.63720
C  1.40869  4.69206  -0.11483
C  0.79160  0.72155  -0.48237
C  -4.10724  0.01592  1.51262
C  2.61599  -2.65023  -0.29825
C  -1.04510  0.54981  1.15951
C  -2.95422  -0.87658  1.07611
C  2.56684  -1.13795  -0.51984
H  2.39359  -2.96863  0.73917
H  -0.20701  -2.68256  -0.22608
H  -2.50180  -1.37937  1.97523
H  -0.23535  -3.44397  -1.90953
H  3.26442  -0.86666  -1.42154
H  -0.63889  -1.14963  -1.70741
H  -3.78539  0.80751  2.16806
H  -3.52915  -1.67759  0.48137
H  -5.00443  -0.58221  1.86311
H  2.91081  -0.74153  0.42939
H  3.65221  -2.98284  -0.48433
H  0.84730  -1.34787  -2.55754
H  -4.33405  0.59114  0.65656

natural (NBO) atomic charge list, values in e, 2 entries: S 0.36; F -0.32


Q: E_HOMO of number 3 (C11H13ClN2O2)?
A: -7.9 eV